[1]
7 unconnected molecules or ions with the total composition C21H40N7O9 in a non-equilibrium geometry, computed with ωB97M-V/def2-TZVPD.

Properties
HOMO level: -9.3 eV
energy above the lowest of the compared OMol25 structures with the same formula, charge and spin: 0.0000 eV

```
! wB97M-V def2-TZVPD RIJCOSX def2/J DEFGRID3
* xyz 1 1
C 1.901 -1.959 1.429
C 0.861 -1.621 0.306
C 0.654 -2.923 -0.434
C -0.523 -2.776 -1.389
C -1.904 -2.376 -0.601
C -1.664 -1.008 0.115
N -0.287 -1.036 0.784
O -0.047 -0.263 1.786
C -2.727 -0.805 1.284
C -1.817 0.262 -0.802
C 1.560 -0.584 -0.585
H 1.919 -0.979 1.949
H 3.017 -2.119 1.025
H 1.600 -2.777 2.120
H 0.255 -3.606 0.369
H 1.571 -3.484 -0.860
H -0.628 -3.697 -1.886
H -0.368 -2.181 -2.238
H -2.086 -3.102 0.125
H -2.625 -2.347 -1.306
H -2.756 -1.619 2.157
H -3.805 -0.826 0.863
H -2.425 0.223 1.757
H -1.370 0.110 -1.776
H -1.592 1.313 -0.290
H -2.929 0.372 -1.138
H 0.871 -0.349 -1.398
H 2.466 -1.016 -1.064
H 1.979 0.382 -0.249
N 5.665 2.042 2.569
C 5.048 0.877 2.482
C 6.170 -0.091 3.011
C 7.280 0.856 3.416
C 6.924 2.101 2.963
H 5.209 2.845 2.084
H 4.160 0.525 2.044
H 6.212 -1.276 3.249
H 8.157 0.446 3.902
H 7.543 2.968 3.169
N 1.940 -0.830 -5.419
C 0.815 -1.678 -5.206
C -0.276 -0.835 -4.720
C 0.184 0.611 -4.683
C 1.663 0.541 -4.836
H 2.804 -1.076 -5.689
H 0.867 -2.788 -5.373
H -1.499 -1.309 -4.775
H -0.408 1.280 -4.517
H 2.508 1.266 -4.790
C 1.576 -2.916 7.413
N 2.157 -2.775 6.111
O 3.307 -2.220 6.027
O 1.529 -2.932 5.040
H 0.570 -3.411 7.312
H 1.338 -1.903 7.767
H 2.202 -3.331 8.178
C -4.162 3.989 -3.794
N -3.167 2.996 -3.312
O -3.500 1.842 -3.469
O -2.076 3.417 -2.927
H -5.243 3.516 -4.138
H -3.817 4.457 -4.802
H -4.331 4.838 -3.133
C 0.943 4.879 0.425
N 1.934 3.736 0.296
O 1.401 2.670 -0.054
O 3.101 3.767 0.650
H 0.079 4.827 -0.338
H 1.345 5.786 0.095
H 0.569 5.152 1.348
C -8.359 0.096 -0.186
N -7.573 -0.906 -0.737
O -8.061 -1.544 -1.643
O -6.262 -0.790 -0.701
H -9.499 -0.191 -0.322
H -8.019 0.998 -0.912
H -8.048 0.265 0.871
*
```

***

[2]
A molecular structure, C21H41AsBrFeO4Se2Si3 in a non-equilibrium geometry, computed with ωB97M-V/def2-TZVPD.

Properties
HOMO level (spin up / spin down): -7.7 / -8.0 eV
energy above the lowest of the compared OMol25 structures with the same formula, charge and spin: 0.0000 eV

```
! wB97M-V def2-TZVPD RIJCOSX def2/J DEFGRID3
* xyz 0 6
Fe 0.209 0.532 1.027
O 0.941 2.855 0.056
C 1.024 3.957 0.958
C 1.363 3.544 2.401
C 1.820 4.848 3.104
O 0.835 5.862 3.166
C 2.568 2.602 2.463
Se 2.335 0.715 1.908
C 0.155 3.019 3.198
Se -1.194 1.895 2.302
H 0.591 3.173 -0.783
H 0.072 4.501 0.969
H 1.812 4.628 0.591
H 2.727 5.216 2.607
H 2.071 4.616 4.140
H 0.686 6.233 2.293
H 2.918 2.538 3.493
H 3.381 3.002 1.854
H -0.405 3.870 3.580
H 0.504 2.428 4.044
C -1.781 2.812 -1.788
Si -0.644 1.598 -2.711
C 1.079 2.392 -2.916
C -1.331 1.396 -4.462
As -0.316 -0.198 -1.187
Si -2.457 -1.224 -1.091
C -2.368 -3.032 -0.560
C -3.481 -0.223 0.134
C -3.273 -1.127 -2.801
Si 1.179 -1.644 -2.330
C 0.878 -1.459 -4.195
C 0.983 -3.454 -1.851
C 2.898 -1.024 -1.871
H -1.516 3.854 -1.982
H -1.746 2.648 -0.707
H -2.819 2.680 -2.102
H 1.019 3.481 -2.986
H 1.557 2.037 -3.832
H 1.741 2.134 -2.086
H -1.376 2.378 -4.938
H -2.338 0.976 -4.468
H -0.698 0.757 -5.078
H -1.637 -3.167 0.237
H -2.102 -3.691 -1.387
H -3.339 -3.346 -0.172
H -2.979 -0.200 1.103
H -4.466 -0.671 0.281
H -3.624 0.807 -0.200
H -2.572 -1.384 -3.599
H -3.650 -0.120 -2.991
H -4.117 -1.817 -2.861
H -0.188 -1.501 -4.427
H 1.373 -2.258 -4.751
H 1.269 -0.506 -4.559
H 0.039 -3.875 -2.200
H 1.023 -3.543 -0.766
H 1.798 -4.045 -2.275
H 3.057 0.002 -2.208
H 3.685 -1.648 -2.300
H 3.000 -1.043 -0.784
Br -1.726 -4.463 6.115
C -0.539 -4.350 4.636
C 0.372 -5.371 4.421
C 1.253 -5.275 3.354
C 1.217 -4.176 2.511
C 0.283 -3.171 2.729
C -0.600 -3.251 3.801
C 0.219 -1.971 1.837
O 1.171 -1.724 1.056
O -0.792 -1.211 1.924
H 0.392 -6.229 5.079
H 1.978 -6.062 3.189
H 1.908 -4.078 1.684
H -1.308 -2.451 3.962
*
```

***

[3]
A molecular structure, C21H41AsN6NdO8PS3Te in a non-equilibrium geometry, computed with ωB97M-V/def2-TZVPD.

Properties
HOMO level (spin up / spin down): -7.0 / -7.0 eV
energy above the lowest of the compared OMol25 structures with the same formula, charge and spin: 0.0000 eV

```
! wB97M-V def2-TZVPD RIJCOSX def2/J DEFGRID3
* xyz 0 4
Nd 0.242 0.516 0.044
N -2.538 0.013 -0.033
C -3.013 -0.683 -1.231
C -2.135 -1.892 -1.476
N -0.731 -1.484 -1.546
C 0.154 -2.645 -1.739
C 1.603 -2.275 -1.485
N 1.699 -1.669 -0.142
H -2.662 -0.574 0.784
H -3.062 0.866 0.119
H -2.929 0.007 -2.073
H -4.056 -0.998 -1.161
H -2.455 -2.409 -2.390
H -2.231 -2.595 -0.643
H -0.623 -0.872 -2.352
H 0.042 -3.079 -2.738
H -0.145 -3.397 -1.008
H 1.940 -1.545 -2.217
H 2.214 -3.175 -1.580
H 2.667 -1.473 0.072
H 1.355 -2.335 0.545
O -3.290 5.040 -0.470
C -3.010 4.986 0.841
C -3.616 5.930 1.672
C -3.381 5.924 3.034
C -2.537 4.970 3.601
C -1.927 4.038 2.782
C -2.147 4.023 1.401
C -1.459 2.983 0.603
O -0.735 2.112 1.222
N -1.653 3.015 -0.704
N -1.084 1.992 -1.437
C -1.040 2.252 -2.736
S -1.610 3.762 -3.442
C -1.070 3.348 -5.118
C -1.273 1.859 -5.315
S -0.489 1.059 -3.893
H -2.761 4.317 -0.895
H -4.270 6.661 1.212
H -3.857 6.669 3.662
H -2.360 4.956 4.669
H -1.256 3.294 3.193
H -0.017 3.602 -5.208
H -1.663 3.944 -5.812
H -0.766 1.489 -6.207
H -2.327 1.588 -5.344
C -3.392 -4.314 3.114
As -1.580 -3.720 3.420
C -1.824 -2.086 4.400
C -0.900 -4.933 4.758
S -0.454 -3.894 1.675
H -3.859 -4.605 4.056
H -3.364 -5.159 2.433
H -3.963 -3.506 2.660
H -2.374 -2.353 5.304
H -2.386 -1.367 3.811
H -0.868 -1.639 4.656
H -1.648 -5.121 5.530
H -0.012 -4.496 5.208
H -0.628 -5.861 4.266
O -0.501 -0.591 1.862
N 0.337 0.115 2.503
O 0.146 0.473 3.651
O 1.417 0.410 1.877
C 0.864 5.272 -1.120
C 1.791 4.335 -0.385
O 1.428 2.927 -0.562
P 2.280 2.047 -1.661
O 1.530 0.728 -1.666
Te 2.796 3.026 -3.708
O 3.678 1.867 -0.914
C 3.899 1.807 0.511
C 4.987 2.789 0.883
H 1.143 6.303 -0.880
H -0.170 5.102 -0.823
H 0.944 5.136 -2.196
H 1.736 4.517 0.686
H 2.822 4.475 -0.713
H 4.204 0.790 0.755
H 2.990 2.031 1.053
H 5.874 2.619 0.271
H 5.248 2.666 1.937
H 4.651 3.815 0.725
*
```

***

[4]
A molecular structure, C21H41F9InO11P2 in a non-equilibrium geometry, computed with ωB97M-V/def2-TZVPD.

Properties
HOMO level: -4.8 eV

```
! wB97M-V def2-TZVPD RIJCOSX def2/J DEFGRID3
* xyz -1 1
O 1.984 -3.789 -3.274
C 2.320 -3.676 -2.066
O 1.786 -4.594 -1.113
C 1.728 -3.851 0.161
C 0.524 -2.776 0.191
In -1.238 -3.337 -1.151
O -1.073 -5.324 -1.876
C -1.512 -1.858 -2.891
C -0.262 -0.858 -2.944
C -0.315 0.243 -4.097
F -1.507 1.030 -3.898
F 0.797 1.138 -3.897
C -0.368 -0.322 -5.592
F -0.424 0.838 -6.450
F -1.575 -1.033 -5.884
C 0.947 -1.132 -6.056
F 1.534 -0.436 -7.168
F 1.955 -1.210 -5.079
C 0.658 -2.619 -6.585
F -0.040 -3.420 -5.650
F 1.937 -3.245 -6.723
F 0.075 -2.659 -7.875
H 3.048 -2.837 -1.757
H 2.718 -3.272 0.287
H 1.683 -4.576 1.055
H 0.110 -2.622 1.249
H 0.874 -1.734 -0.166
H -2.709 -3.330 -0.098
H -1.364 -5.231 -2.814
H -2.487 -1.299 -2.629
H -1.615 -2.512 -3.823
H -0.279 -0.273 -1.948
H 0.703 -1.470 -2.919
O -3.702 -0.792 1.600
P -3.272 0.032 2.817
O -4.637 -0.237 3.720
C -4.723 -1.488 4.393
C -3.695 -1.611 5.505
O -3.674 1.481 2.110
C -3.855 1.615 0.703
C -5.308 1.393 0.321
O -2.645 0.907 4.151
C -2.771 2.317 4.315
C -4.186 2.775 4.632
H -4.609 -2.303 3.671
H -5.727 -1.559 4.818
H -2.678 -1.622 5.098
H -3.842 -2.535 6.069
H -3.759 -0.762 6.190
H -3.176 0.958 0.153
H -3.567 2.639 0.438
H -5.703 0.460 0.724
H -5.423 1.381 -0.764
H -5.929 2.195 0.729
H -2.357 2.840 3.448
H -2.131 2.588 5.158
H -4.913 2.459 3.882
H -4.222 3.865 4.692
H -4.518 2.357 5.585
O 1.874 1.002 -0.114
P 2.915 1.266 0.980
O 2.850 2.922 0.907
C 1.758 3.549 1.567
C 1.838 3.399 3.077
O 4.203 0.974 -0.029
C 4.058 0.270 -1.258
C 3.792 1.230 -2.405
O 4.025 1.435 2.275
C 5.441 1.445 2.120
C 5.978 2.698 1.448
H 0.815 3.141 1.189
H 1.788 4.610 1.307
H 1.731 2.349 3.372
H 1.046 3.968 3.567
H 2.806 3.740 3.451
H 3.291 -0.505 -1.180
H 5.003 -0.254 -1.442
H 2.966 1.910 -2.193
H 3.566 0.681 -3.321
H 4.672 1.856 -2.581
H 5.776 0.535 1.615
H 5.862 1.395 3.128
H 5.533 2.879 0.468
H 7.059 2.618 1.315
H 5.762 3.581 2.057
*
```

***

[5]
A gas-phase ion, C21H41FN4O5P (charge +1) in a non-equilibrium geometry, computed with ωB97M-V/def2-TZVPD.

Properties
HOMO level: -12.7 eV
SMILES: [H]/N=C/C[C@H]1[C@](CCCCOC=O)([C@H](C)CC)[C@H](N(C)C(C)=O)[NH2+][C@]1([C@@H](F)CC)P(=N)(O)O

```
! wB97M-V def2-TZVPD RIJCOSX def2/J DEFGRID3
* xyz 1 1
H 3.474 -1.837 1.858
N 2.644 -1.415 1.444
C 1.674 -2.226 1.437
C 0.311 -1.880 0.914
C 0.128 -0.837 -0.206
C -0.114 0.698 0.115
C 1.070 1.452 0.796
C 1.475 1.323 2.291
C 0.682 0.452 3.265
C 0.452 1.161 4.589
O -0.147 0.215 5.493
C -1.275 0.672 6.085
O -2.361 0.329 5.755
C -1.558 1.040 0.681
C -1.611 2.120 1.782
C -2.447 -0.131 1.149
C -3.912 0.307 1.350
C -0.040 1.306 -1.355
N -1.194 1.864 -1.997
C -2.324 0.999 -2.365
C -0.837 2.787 -3.012
C -1.900 3.741 -3.444
O 0.283 2.756 -3.481
N 0.678 0.280 -2.252
C 0.958 -1.032 -1.528
C 2.485 -1.193 -1.684
F 3.100 -0.104 -1.057
C 3.162 -2.514 -1.330
C 4.040 -3.079 -2.457
P 0.216 -2.399 -2.567
N 1.001 -2.636 -3.867
O -1.291 -1.917 -2.830
O -0.023 -3.565 -1.517
H 1.762 -3.240 1.840
H -0.106 -2.817 0.551
H -0.307 -1.610 1.766
H -0.870 -1.095 -0.574
H 0.838 2.509 0.640
H 1.959 1.274 0.194
H 1.499 2.338 2.703
H 2.508 0.987 2.321
H 1.205 -0.471 3.513
H -0.296 0.174 2.892
H -0.199 2.028 4.449
H 1.393 1.535 5.004
H -1.096 1.408 6.879
H -2.128 1.488 -0.120
H -1.592 1.694 2.780
H -2.565 2.645 1.707
H -0.842 2.883 1.690
H -2.100 -0.539 2.099
H -2.460 -0.953 0.432
H -4.147 1.197 0.761
H -4.592 -0.479 1.027
H -4.129 0.530 2.393
H 0.668 2.129 -1.359
H -2.306 0.722 -3.424
H -2.314 0.096 -1.763
H -3.275 1.500 -2.177
H -2.488 4.098 -2.602
H -1.429 4.560 -3.981
H -2.569 3.236 -4.147
H 1.580 0.711 -2.469
H 0.255 0.183 -3.174
H 2.663 -1.034 -2.753
H 3.813 -2.280 -0.489
H 2.457 -3.254 -0.951
H 4.096 -4.163 -2.381
H 3.686 -2.790 -3.445
H 5.060 -2.709 -2.347
H 1.404 -3.559 -3.976
H -1.368 -1.363 -3.617
H -0.466 -4.311 -1.952
*
```

***

[6]
A molecular structure, C21H41MnO3P3 in a non-equilibrium geometry, computed with ωB97M-V/def2-TZVPD.

Properties
HOMO level (spin up / spin down): -17.8 / -17.8 eV

```
! wB97M-V def2-TZVPD RIJCOSX def2/J DEFGRID3
* xyz 4 4
P 3.797 -0.501 0.544
C 4.326 -0.644 2.232
H 5.326 -1.114 2.240
H 3.640 -1.263 2.832
H 4.408 0.346 2.709
C 3.667 -2.125 -0.239
H 3.545 -1.974 -1.323
H 2.785 -2.658 0.155
H 4.595 -2.691 -0.041
C 4.901 0.481 -0.467
H 5.890 -0.013 -0.460
H 4.980 1.506 -0.067
H 4.525 0.511 -1.502
P -1.028 3.753 -0.557
C -0.986 4.323 1.179
H -1.382 5.348 1.241
H 0.052 4.259 1.535
H -1.551 3.610 1.797
C -0.261 5.142 -1.460
H -0.146 4.827 -2.507
H 0.758 5.280 -1.077
H -0.911 6.017 -1.336
C -2.792 3.999 -0.984
H -2.975 5.081 -1.011
H -3.434 3.463 -0.271
H -2.970 3.525 -1.959
P -2.982 -2.195 0.601
C -3.773 -2.982 2.017
H -4.089 -3.992 1.691
H -4.667 -2.431 2.341
H -3.077 -3.082 2.859
C -4.306 -2.237 -0.637
H -4.780 -3.237 -0.585
H -3.940 -2.075 -1.664
H -5.085 -1.484 -0.445
C -1.713 -3.383 0.084
H -2.156 -4.394 0.155
H -0.812 -3.331 0.710
H -1.394 -3.225 -0.956
Mn 0.188 -0.328 -2.864
C 2.058 0.059 0.350
O 0.908 0.301 0.447
C -2.334 -0.543 1.055
O -1.725 0.439 1.199
C -1.242 -0.335 -4.219
C -0.548 -1.657 -4.066
C 0.912 -1.715 -4.161
C 1.690 -0.505 -4.254
C 1.002 0.724 -4.526
C -0.402 0.765 -4.621
H -2.278 -0.158 -3.871
H -1.086 -2.480 -3.565
H 1.413 -2.652 -3.898
H 2.775 -0.498 -4.117
H 1.577 1.650 -4.629
H -0.862 1.715 -4.857
C 1.063 -1.366 4.649
C 1.372 -2.826 4.268
C 0.807 -3.004 2.854
O 0.077 -1.810 2.477
C 0.063 -0.887 3.592
H 0.637 -1.290 5.653
H 1.971 -0.751 4.613
H 0.857 -3.511 4.953
H 2.445 -3.051 4.307
H 1.611 -3.169 2.118
H 0.128 -3.870 2.803
H -0.959 -0.844 4.004
H 0.300 0.112 3.203
*
```

***

The following E_tot values (in Ha) correspond, in order, to the records above: -1883.54481; -12870.72931; -6356.52146; -3423.88977; -1860.98121; -3223.71665.